[1]
This record from the OMol25 dataset describes an isolated molecule of C4H4N2O. The level of theory is the ωB97M-V functional and the def2-TZVPD basis.

Geometry as XYZ:
```
11
Properties=species:S:1:pos:R:3:forces:R:3
C 1.1336 0.8130 -0.2863 -2.24 0.15 0.60
C 0.4403 -2.1836 -0.4835 -1.23 1.08 0.08
C -0.5305 -1.2382 -0.2317 3.91 -0.27 0.36
C 1.4386 -0.3821 -0.6267 -3.05 -3.25 0.58
N -0.2068 1.0704 0.1885 0.45 0.85 -0.37
N -0.9157 -0.1573 0.4462 0.16 -0.20 0.25
O 1.7261 -1.6829 -0.7838 1.24 1.13 -0.37
H 1.4986 1.7650 -0.4524 1.76 1.58 -0.41
H 0.4626 -3.2538 -0.6012 -0.60 -0.14 -0.14
H -0.2517 1.8429 0.8820 -0.19 -1.18 -0.19
H -1.8707 -0.0018 0.7153 -0.21 0.23 -0.39
```
Positions in Å, forces in eV/Å.

Spin multiplicity   1
LUMO energy (spin up / spin down)   -0.0206 / -0.0206 hartree
ΔE to the lowest compared entry with this formula, charge and spin   872.1 kJ/mol
Orbital gap (spin up / spin down)   6.918 / 6.918 eV
Molar mass   96.09 g mol⁻¹
Total charge   0

=====

[2]
This record from the OMol25 dataset describes an isolated molecule of C4H4N2O. The level of theory is the ωB97M-V functional and the def2-TZVPD basis.

Geometry as XYZ:
```
11
Properties=species:S:1:pos:R:3:forces:R:3
C -1.9646 -0.2617 0.2271 3.02 2.61 -0.34
C -0.6433 -0.0634 -0.0140 1.81 2.74 -1.19
C 0.0504 1.3008 -0.3075 4.83 -0.68 4.34
N 1.4207 1.3350 0.0492 -3.76 -1.75 -1.60
N 2.2216 0.0654 0.2769 -0.25 0.43 -0.97
C 1.6818 -1.0629 -0.0473 -2.59 5.54 1.32
O 0.3574 -1.0865 -0.2306 -3.87 -1.01 -0.74
H -2.1713 -1.2296 -0.0463 -1.78 -2.27 0.37
H -2.5974 0.6523 0.4375 0.64 -1.66 -0.60
H -0.3731 2.3932 -0.2686 0.44 -2.53 -0.55
H 2.0176 -2.0425 -0.0766 1.52 -1.41 -0.04
```
Positions in Å, forces in eV/Å.

Spin multiplicity   1
LUMO energy   -0.0124 hartree
ΔE to the lowest compared entry with this formula, charge and spin   483.4 kJ/mol
Orbital gap   8.614 eV
Molar mass   96.09 g mol⁻¹
Total charge   0

=====

[3]
This record from the OMol25 dataset describes an isolated molecule of C4H4N2O. The level of theory is the ωB97M-V functional and the def2-TZVPD basis.

Geometry as XYZ:
```
11
Properties=species:S:1:pos:R:3:forces:R:3
O 2.5143 1.3010 0.5854 -0.25 -0.57 -0.08
C 1.8959 0.2809 0.4005 0.34 0.43 0.08
C 0.4159 0.2981 0.0958 -0.30 0.22 -0.06
C -0.2289 -0.9832 -0.1512 -0.04 -0.03 0.04
N -1.4806 -0.9335 -0.4628 -0.51 0.29 -0.26
C -2.5372 -0.5249 -0.8725 0.61 -0.29 0.34
N -0.2401 1.3949 0.0539 0.31 -0.23 0.07
H 2.3905 -0.7099 0.4488 -0.05 0.10 -0.01
H 0.2724 -1.9419 -0.0805 -0.08 0.17 -0.02
H -3.4126 -0.3462 -0.2526 0.04 -0.06 -0.07
H 0.4103 2.1646 0.2352 -0.07 -0.02 -0.03
```
Positions in Å, forces in eV/Å.

Spin multiplicity   1
LUMO energy (spin up / spin down)   -0.0253 / -0.0253 hartree
ΔE to the lowest compared entry with this formula, charge and spin   325.4 kJ/mol
Orbital gap (spin up / spin down)   7.828 / 7.829 eV
Molar mass   96.09 g mol⁻¹
Total charge   0

=====

[4]
This record from the OMol25 dataset describes C4H4N2O as an isolated structure. The level of theory is the ωB97M-V functional and the def2-TZVPD basis.

Geometry as XYZ:
```
11
Properties=species:S:1:pos:R:3:forces:R:3
C 1.9570 -1.0215 1.0378 -0.73 1.36 -0.24
C 0.8995 -0.5032 0.4551 -2.33 -0.15 -2.53
C -0.8127 0.7331 -0.4633 4.57 1.94 -0.50
C -0.3714 -1.2811 0.1162 1.95 0.57 2.86
H 1.8218 -1.9142 1.5596 0.31 -1.46 0.51
H 2.7822 -0.3874 1.1326 1.51 0.39 0.44
H 0.9304 1.8083 0.3968 -1.10 -4.64 -2.92
H -0.4489 -2.2953 0.5794 -0.55 0.61 -1.27
N 0.6115 0.6987 -0.2587 2.51 4.47 4.32
N -1.2390 -0.4970 -0.3551 -4.00 -5.15 -0.19
O -1.3409 1.7266 -0.7808 -2.13 2.06 -0.48
```
Positions in Å, forces in eV/Å.

Spin multiplicity   1
LUMO energy   -0.0240 hartree
ΔE to the lowest compared entry with this formula, charge and spin   255.3 kJ/mol
Orbital gap   8.994 eV
Molar mass   96.09 g mol⁻¹
Total charge   0

=====

[5]
This record from the OMol25 dataset describes an isolated molecule of C4H4N2O. The level of theory is the ωB97M-V functional and the def2-TZVPD basis.

Geometry as XYZ:
```
11
Properties=species:S:1:pos:R:3:forces:R:3
O 2.0251 -1.2498 0.9290 0.25 0.13 -0.48
C 1.2269 -0.7703 0.1581 0.21 -0.03 0.23
C 1.1355 0.6720 -0.1475 -0.19 0.02 0.18
C -0.1096 1.1706 -0.0561 0.08 -0.13 0.02
N -1.1741 0.2861 0.0347 -0.01 -0.04 0.01
C -0.9678 -1.0389 -0.2568 0.00 -0.04 0.08
N 0.1930 -1.5669 -0.3752 -0.19 0.12 0.39
H 2.0197 1.2971 -0.2116 -0.19 -0.13 0.03
H -0.3584 2.2275 -0.0379 0.05 -0.19 -0.03
H -2.0785 0.5957 0.3464 0.00 0.06 -0.23
H -1.8560 -1.6595 -0.3644 0.00 0.22 -0.20
```
Positions in Å, forces in eV/Å.

Spin multiplicity   1
LUMO energy   0.0171 hartree
ΔE to the lowest compared entry with this formula, charge and spin   49.1 kJ/mol
Orbital gap   9.885 eV
Molar mass   96.09 g mol⁻¹
Total charge   0

=====

[6]
This record from the OMol25 dataset describes an isolated molecule of C4H4N2O. The level of theory is the ωB97M-V functional and the def2-TZVPD basis.

Geometry as XYZ:
```
11
Properties=species:S:1:pos:R:3:forces:R:3
O 0.8184 0.7645 2.2141 0.25 0.18 0.56
C 0.9436 -0.1573 1.2772 0.09 -0.51 -0.39
C 0.2042 -0.1807 0.1459 0.22 0.35 0.18
C 0.2447 -1.1041 -0.9475 0.08 -0.55 -0.31
C -0.6670 -0.6232 -1.8082 -0.54 -0.12 -0.06
N -1.2259 0.5685 -1.3033 -0.41 -0.32 -0.62
N -0.7389 0.8136 -0.1758 0.37 0.65 1.09
H 1.4563 0.5971 2.9281 -0.35 0.14 -0.30
H 1.6907 -0.9331 1.4613 -0.17 0.10 -0.15
H 0.8287 -2.0011 -1.0693 0.05 0.00 0.18
H -1.1218 -1.0614 -2.6831 0.39 0.08 -0.19
```
Positions in Å, forces in eV/Å.

Spin multiplicity   1
LUMO energy   -0.0114 hartree
ΔE to the lowest compared entry with this formula, charge and spin   221.5 kJ/mol
Orbital gap   8.808 eV
Molar mass   96.09 g mol⁻¹
Total charge   0

=====

[7]
This record from the OMol25 dataset describes an isolated molecule of C4H4N2O. The level of theory is the ωB97M-V functional and the def2-TZVPD basis.

Geometry as XYZ:
```
11
Properties=species:S:1:pos:R:3:forces:R:3
N -0.9153 1.9383 1.3618 0.47 -0.36 -0.33
C -0.0266 1.3377 0.8001 -0.25 0.22 0.18
C 0.9728 0.8363 0.0748 -0.10 0.06 0.08
C 0.9788 -0.4192 -0.6403 -0.12 -0.06 0.11
C 0.0414 -1.3934 -0.6179 0.06 0.23 -0.19
N -1.1062 -1.1791 0.1650 0.06 -0.16 -0.11
O -1.9964 -1.9930 0.0207 0.22 0.07 0.02
H -1.1211 1.7585 2.3415 0.07 -0.01 -0.10
H 1.8738 1.4369 0.0441 -0.07 0.02 0.05
H 1.8615 -0.5760 -1.2624 -0.24 -0.03 0.16
H 0.1184 -2.2941 -1.2205 -0.11 0.03 0.11
```
Positions in Å, forces in eV/Å.

Spin multiplicity   1
LUMO energy (spin up / spin down)   -0.0227 / -0.0228 hartree
ΔE to the lowest compared entry with this formula, charge and spin   396.6 kJ/mol
Orbital gap (spin up / spin down)   8.143 / 8.146 eV
Molar mass   96.09 g mol⁻¹
Total charge   0

=====

[8]
This record from the OMol25 dataset describes an isolated molecule of C4H4N2O. The level of theory is the ωB97M-V functional and the def2-TZVPD basis.

Geometry as XYZ:
```
11
Properties=species:S:1:pos:R:3:forces:R:3
N 2.5654 0.2311 0.4692 -0.71 -0.19 -0.18
C 1.5273 -0.3519 0.2217 0.43 0.17 0.13
C 0.5250 -1.2342 0.2022 0.09 -0.04 0.08
N -0.8250 -1.1074 0.4471 -0.09 0.22 -0.07
C -1.5957 -0.1053 0.2449 0.12 -0.19 0.07
C -1.2743 1.1459 -0.4726 0.41 0.10 -0.09
O -0.1525 1.4790 -0.8013 -0.39 -0.13 0.20
H 3.0830 0.6790 -0.2816 -0.11 0.03 -0.04
H 0.8858 -2.2593 0.1752 -0.08 0.05 -0.02
H -2.6404 -0.2349 0.5403 0.16 0.05 -0.09
H -2.1586 1.7606 -0.7466 0.17 -0.07 0.01
```
Positions in Å, forces in eV/Å.

Spin multiplicity   1
LUMO energy   -0.0199 hartree
ΔE to the lowest compared entry with this formula, charge and spin   268.6 kJ/mol
Orbital gap   8.082 eV
Molar mass   96.09 g mol⁻¹
Total charge   0